# 1
This record from the Open Molecules 2025 dataset describes a structure of composition C26H47F5O11S5 at a distorted geometry. The level of theory is ωB97M-V/def2-TZVPD.

- frontier orbital gap (eV) = 10.2
- total charge = 0
- HOMO energy (eV) = -10.00

```
94
Properties=species:S:1:pos:R:3:forces:R:3
C -3.67650 -3.18146 3.78823 0.23 0.35 0.02
C -4.21134 -2.83808 2.39825 -0.29 0.05 0.39
O -4.38300 -3.92437 1.52683 -0.03 -0.05 -0.16
C -3.21400 -4.67016 1.22987 -0.05 -0.18 -0.11
C -2.05335 -3.87141 0.68018 0.06 0.12 -0.36
C -2.33448 -3.29489 -0.71359 0.26 -0.38 -0.01
C -1.44457 -2.11810 -1.07832 -0.09 0.37 0.22
C -1.57667 -0.92174 -0.11564 -0.28 -0.20 -0.18
C -2.05695 0.37213 -0.73454 0.20 -0.01 -0.21
S -3.60972 0.25795 -1.68272 -0.01 0.08 0.14
O -0.98309 0.84698 -1.60424 0.00 -0.03 0.21
S -0.38071 2.22472 -1.11454 0.62 0.71 -1.20
O 1.03650 2.16889 -1.06091 -0.02 -0.43 0.45
O -0.93966 3.26649 -1.91656 -0.37 -0.16 0.60
O -0.97430 2.19105 0.35632 0.10 -0.24 -0.26
C -2.25789 1.55394 0.24939 -1.08 0.08 -0.10
C -2.90759 1.28821 1.61022 0.37 0.19 0.31
C -2.03393 1.64503 2.81529 0.11 -0.36 0.14
C -0.89694 0.62380 3.05237 -0.34 0.35 -0.06
C 0.46585 1.24181 3.30519 0.06 -0.22 0.18
F 0.64603 2.40922 2.64000 0.02 -0.24 0.11
F 0.59743 1.51325 4.64178 0.07 0.14 -0.38
C 1.65895 0.30892 2.92100 0.52 -0.17 0.11
F 1.39358 -0.37731 1.78227 0.24 0.37 0.66
F 1.89695 -0.59272 3.91227 -0.23 0.67 -0.93
F 2.77710 1.03295 2.71871 -0.63 -0.60 0.21
H -4.46882 -3.28926 4.51975 -0.17 -0.20 0.03
H -3.06389 -4.07570 3.80412 0.04 -0.15 -0.07
H -3.04101 -2.36598 4.13344 0.06 0.07 0.11
H -5.20209 -2.40537 2.51153 -0.14 0.05 -0.10
H -3.60093 -2.05305 1.94912 0.23 -0.03 -0.19
H -3.51692 -5.37759 0.46126 -0.14 -0.10 -0.06
H -2.91151 -5.27722 2.08275 0.12 0.04 0.19
H -1.22695 -4.56689 0.57132 0.18 -0.08 0.11
H -1.71003 -3.09319 1.36203 -0.09 0.04 0.24
H -2.11226 -4.09161 -1.42361 -0.12 -0.09 -0.14
H -3.38972 -3.06629 -0.84838 -0.14 0.29 0.17
H -1.68566 -1.79431 -2.08555 0.13 -0.02 -0.24
H -0.40495 -2.43229 -1.08848 0.14 -0.13 -0.08
H -2.29677 -1.16939 0.65853 -0.02 -0.10 0.11
H -0.62122 -0.72301 0.36238 0.11 0.09 0.06
H -3.13157 -0.43724 -2.71898 0.07 -0.13 0.05
H -2.92250 2.24182 -0.27360 0.18 0.25 -0.10
H -3.80510 1.89512 1.66671 -0.14 0.07 -0.04
H -3.23534 0.25633 1.69279 -0.03 -0.16 -0.07
H -1.64939 2.65161 2.70571 0.10 0.13 -0.02
H -2.66947 1.64554 3.69459 -0.14 0.10 0.09
H -0.86881 -0.06517 2.21770 0.29 0.00 -0.08
H -1.12663 0.03202 3.93246 0.06 -0.17 0.13
C 1.11986 4.64472 -5.89531 -0.06 -0.10 0.02
C 1.20974 3.62718 -4.74997 0.05 0.08 0.01
C 0.38565 2.40159 -5.15668 0.08 0.11 0.31
S 0.42595 2.34621 -6.95267 0.13 0.03 0.08
O -0.90864 2.56010 -7.45205 -0.02 -0.07 -0.06
O 1.20557 1.21660 -7.39035 -0.10 -0.05 -0.09
C 1.36967 3.85260 -7.17558 0.06 0.25 0.09
H 1.84108 5.45226 -5.77932 0.01 0.01 0.00
H 0.12155 5.08639 -5.92155 0.00 0.01 -0.02
H 2.25191 3.33693 -4.60136 0.01 -0.01 -0.02
H 0.84732 4.04062 -3.81045 -0.02 -0.03 0.02
H 0.80396 1.47653 -4.76819 -0.06 -0.08 -0.09
H -0.65501 2.49606 -4.85186 -0.03 0.00 -0.08
H 1.03194 4.35316 -8.07971 -0.05 -0.10 -0.05
H 2.41704 3.56876 -7.27176 0.00 -0.05 -0.02
C 2.92722 4.95041 1.47574 -0.03 0.06 -0.06
C 2.74469 5.00967 -0.04709 0.00 0.06 0.07
C 2.29827 6.43523 -0.39793 -0.03 -0.30 -0.14
S 2.98259 7.50247 0.87679 0.09 -0.10 -0.05
O 1.89672 8.07712 1.62996 0.01 0.10 0.00
O 4.01442 8.33579 0.31481 -0.06 0.12 0.05
C 3.72426 6.19624 1.85061 -0.01 -0.26 0.08
H 3.43930 4.04118 1.78665 -0.01 -0.02 0.01
H 1.95226 4.97095 1.96776 0.01 0.00 0.02
H 3.69463 4.78919 -0.53797 0.02 0.01 0.01
H 2.02016 4.27612 -0.38987 0.02 -0.02 -0.05
H 2.67077 6.76608 -1.36371 0.00 0.12 0.03
H 1.21569 6.54111 -0.36460 0.00 0.07 0.07
H 3.66404 6.46073 2.90348 -0.01 0.12 -0.03
H 4.76593 6.11171 1.54302 0.01 0.04 -0.02
C 2.54325 -6.43687 2.44763 -0.02 -0.07 -0.05
C 3.18709 -7.32784 1.37569 -0.04 0.05 0.01
C 2.07080 -7.78254 0.42592 0.29 -0.11 0.08
S 0.82427 -6.48901 0.46998 0.21 0.03 0.01
O -0.38237 -7.02561 1.04861 -0.10 0.03 -0.07
O 0.78984 -5.79538 -0.79279 -0.19 0.00 -0.01
C 1.63796 -5.46718 1.69425 0.17 0.01 0.21
H 3.28994 -5.90663 3.03612 0.00 0.00 0.01
H 1.94789 -7.04688 3.13005 -0.02 0.02 0.01
H 3.93069 -6.75201 0.82194 -0.01 0.02 -0.01
H 3.69669 -8.18345 1.81501 0.00 -0.01 -0.01
H 2.41211 -7.89855 -0.59911 -0.10 0.01 -0.05
H 1.59648 -8.70125 0.76450 -0.09 0.04 0.01
H 0.88479 -4.99026 2.31753 -0.08 -0.01 -0.08
H 2.21587 -4.71421 1.15913 -0.02 0.01 -0.04
```
Positions in Å, forces in eV/Å.

***

# 2
This record from the Open Molecules 2025 dataset describes a structure of composition C26H47F9InN8O14S4 at a distorted geometry. The level of theory is ωB97M-V/def2-TZVPD.

- frontier orbital gap (eV) = 3.5
- total charge = +1
- HOMO energy (eV) = -11.66

```
109
Properties=species:S:1:pos:R:3:forces:R:3
In 0.39793 -0.62738 0.05215 0.35 -0.27 -0.55
C 3.14392 2.44360 -1.70658 1.53 0.93 0.30
F 3.61639 2.60935 -0.45604 -0.30 -0.40 -0.51
F 1.84408 2.53189 -1.70962 -0.79 0.44 0.12
F 3.70226 3.44945 -2.44126 -0.82 -1.42 0.33
S 3.55539 0.74946 -2.37699 -0.10 1.19 -2.55
O 2.57077 0.55989 -3.45895 1.40 0.63 1.83
O 4.97350 0.84293 -2.78639 -3.09 -0.34 1.51
N 3.04013 -0.22870 -0.99905 -0.04 3.04 -2.41
S 4.21967 -1.23327 -0.86549 0.12 -6.54 2.97
O 3.64685 -2.40692 -0.14003 1.27 2.88 -0.19
O 4.87312 -1.66984 -2.06512 0.28 1.04 0.01
C 5.52624 -0.28383 0.25629 0.14 -1.15 0.62
F 4.90625 0.46086 1.18658 -0.02 -0.18 -0.73
F 6.31457 -1.16411 0.95128 -0.89 0.74 -1.16
F 6.27102 0.48746 -0.50628 0.02 -0.21 0.35
N -1.04139 -2.82465 1.07175 0.76 -1.95 -3.87
S -1.73991 -3.50210 2.24659 -4.11 2.73 8.44
O -1.24099 -4.75919 2.75173 -0.45 0.67 -1.42
O -3.18288 -3.18801 2.30417 2.76 -1.15 -0.35
F -1.15621 -2.46443 3.35776 -0.16 -0.37 -0.39
S -1.28315 -4.26965 0.12404 2.60 -1.93 -5.95
O -2.63406 -4.87728 0.03851 3.50 1.68 1.03
O -0.02194 -5.03882 -0.04942 -3.29 1.21 1.79
F -1.15964 -3.47575 -1.25913 -0.91 0.47 0.20
C 2.62637 3.41665 2.60851 -0.87 -0.22 -0.30
C 1.77837 2.16024 2.98904 0.36 -0.09 -2.39
O 1.27753 1.44982 2.10336 -0.07 0.23 0.02
N 1.76506 1.86717 4.27512 0.26 0.39 0.53
C 1.21328 0.70678 4.94964 -0.50 -0.25 0.45
H 2.33536 4.35346 3.08372 0.09 -0.28 0.85
H 2.47864 3.70812 1.56865 0.12 -0.76 -0.16
H 3.67533 3.17614 2.78153 0.00 0.21 0.02
H 2.21299 2.60321 4.80210 -0.14 -0.44 0.58
H 0.42342 1.04554 5.62006 0.16 -0.08 0.28
H 1.98437 0.16692 5.49926 0.02 0.28 0.18
H 0.73865 -0.05476 4.33086 0.24 0.51 -0.73
C 1.75008 -4.20789 -3.39489 -0.07 -0.27 -0.40
C 1.56225 -2.72400 -3.35177 0.77 0.10 0.71
O 0.89579 -2.17569 -2.43539 -0.22 0.25 -0.40
N 2.21902 -1.97367 -4.26139 -1.86 0.30 0.77
C 3.16159 -2.32836 -5.29103 -0.04 -0.06 0.65
H 0.83674 -4.76722 -3.19227 -0.10 0.34 0.13
H 2.46412 -4.49227 -2.62198 0.11 0.07 0.02
H 2.11874 -4.52109 -4.37166 0.12 -0.08 0.11
H 2.06347 -0.98677 -4.11334 0.10 0.12 0.11
H 3.92974 -2.85326 -4.72310 0.48 -0.30 -0.90
H 3.54386 -1.39082 -5.69473 0.16 -0.19 0.05
H 2.69310 -2.88922 -6.09977 0.24 -0.26 0.09
C -0.96882 4.35785 0.73976 -0.29 -0.54 -1.18
C -1.46211 3.07135 0.06595 0.47 0.73 2.11
O -0.67457 2.17687 -0.15830 2.24 -1.75 -0.56
N -2.74436 2.90985 -0.11124 -1.96 -0.05 -0.45
C -3.81418 3.80431 0.28232 0.09 0.23 -0.70
H -1.58758 4.58722 1.60731 0.22 0.04 0.00
H -1.10419 5.11468 -0.03288 0.16 0.49 0.27
H 0.09149 4.22741 0.95615 -0.25 0.09 0.13
H -3.02899 1.99121 -0.41976 0.30 -0.19 0.17
H -4.58155 3.77242 -0.49113 -0.22 -0.25 0.16
H -3.46832 4.83603 0.21893 0.01 -0.07 0.57
H -4.22736 3.50504 1.24555 0.00 0.35 0.03
C 3.94693 -0.97316 3.60772 1.27 0.68 -0.17
C 3.01712 -1.92522 2.97941 -2.12 0.07 -0.74
O 2.04603 -1.51470 2.28642 0.31 -0.02 0.08
N 3.24635 -3.21653 3.19509 -1.78 -1.98 -0.21
C 2.27212 -4.28850 2.79122 -0.10 -0.30 -1.26
H 3.79654 0.02905 3.20638 -0.08 -0.22 0.10
H 4.92460 -1.33099 3.28488 0.35 0.34 0.08
H 3.99682 -0.92117 4.69533 -0.44 -0.35 0.00
H 3.88937 -3.51208 3.91570 0.14 0.35 -0.18
H 1.45124 -4.56351 3.45352 0.45 0.51 0.80
H 2.74284 -5.21734 2.46907 0.76 0.09 0.68
H 1.72906 -4.11964 1.86135 0.28 1.14 -0.06
C -4.40306 -1.88138 -0.68985 -0.38 0.68 -0.49
C -3.80041 -0.51874 -0.99807 1.71 -2.13 1.29
O -2.60029 -0.34726 -0.67368 -1.05 1.00 -0.79
N -4.53337 0.31450 -1.73554 0.24 1.56 -0.25
C -3.99981 1.44967 -2.51859 -0.92 -0.42 0.03
H -4.20302 -2.43307 -1.60839 0.30 -0.38 0.08
H -5.49242 -1.87445 -0.65309 -0.06 0.10 0.39
H -3.93924 -2.36010 0.17258 -0.14 0.10 -0.12
H -5.54178 0.28911 -1.68477 0.19 -0.53 -0.05
H -4.51802 2.36870 -2.24485 0.13 0.06 0.17
H -4.31158 1.24128 -3.54205 0.56 0.17 -0.22
H -2.92462 1.57900 -2.39469 -0.23 -0.33 -0.12
C -0.66107 2.41926 -3.96845 0.00 -0.23 0.06
C -0.80295 0.92386 -3.62766 0.22 0.31 1.02
O -0.41516 0.54516 -2.50592 -0.38 0.04 -0.75
N -1.42282 0.16645 -4.56664 0.61 0.04 0.06
C -1.80426 -1.22728 -4.46446 -0.46 -0.48 0.93
H -1.06548 3.07610 -3.19831 -0.29 -0.48 0.37
H -1.19310 2.69280 -4.87961 0.36 -0.09 -0.20
H 0.39020 2.70727 -3.96855 0.05 -0.26 -0.45
H -1.49214 0.54267 -5.50139 -0.07 0.30 0.30
H -2.89209 -1.29600 -4.46750 -0.13 -0.02 -0.48
H -1.55962 -1.66459 -3.49646 0.57 0.31 0.02
H -1.37832 -1.85993 -5.24318 0.02 0.23 -0.05
F -1.58985 0.34487 2.14377 0.43 -0.93 -0.38
C -2.63147 0.97393 2.68081 -1.57 1.70 1.27
C -3.96603 0.55202 2.53008 0.45 1.21 -0.44
C -5.00324 1.37082 3.05487 1.12 -2.56 -0.42
C -4.70511 2.45990 3.80823 -0.81 1.86 -0.33
C -3.42031 2.94126 3.86132 2.47 -0.72 0.19
C -2.33818 2.16679 3.39781 -1.29 -1.11 -0.90
H -4.25091 -0.26401 1.88253 0.32 -0.35 0.19
H -5.99562 0.97277 2.90271 -0.24 0.37 0.14
H -5.49133 3.10730 4.16759 -0.19 -0.12 0.21
H -3.12684 3.89336 4.27819 -0.48 0.10 0.39
H -1.29496 2.41748 3.52137 0.03 0.33 -0.05
```
Positions in Å, forces in eV/Å.

***

# 3
This record from the Open Molecules 2025 dataset describes a structure of composition C26H48BClNPTi at a distorted geometry. The level of theory is ωB97M-V/def2-TZVPD.

- frontier orbital gap (spin up / spin down) (eV) = 5.4 / 6.6
- multiplicity = 2
- ⟨S²⟩ = 0.756
- ΔE to the lowest compared entry with this formula, charge and spin (kcal per mole) = 0.0
- total charge = -1
- HOMO energy (spin up / spin down) (eV) = -2.82 / -4.06

```
79
Properties=species:S:1:pos:R:3:forces:R:3
Ti -0.40274 0.44186 2.11369 -0.12 -1.17 -4.50
Cl -2.47380 1.28925 1.68541 -1.39 0.77 -0.25
P -0.22559 0.32225 -0.55035 -0.19 0.15 0.78
C -0.39069 0.96740 3.91721 0.15 0.16 2.25
H 0.55893 1.24470 4.35705 -0.03 0.29 0.48
H -1.27204 1.41232 4.36891 0.06 0.13 0.27
C 1.19568 -0.58335 -1.33944 -0.50 0.24 -0.20
C -0.18060 2.14265 -0.98137 -0.18 -0.65 -0.38
C 2.54947 0.06187 -0.99925 0.08 -0.09 0.15
H 1.14869 -1.56684 -0.83331 0.07 0.23 -0.08
C 3.69133 -0.87004 -1.41508 -0.10 0.10 -0.07
H 2.64560 1.02328 -1.52485 0.02 -0.25 0.04
H 2.62572 0.28746 0.07118 -0.09 -0.12 -0.35
C 3.60484 -1.26169 -2.89469 -0.02 -0.04 -0.01
H 4.64966 -0.37735 -1.20689 -0.11 -0.18 -0.03
H 3.64689 -1.77391 -0.79454 0.03 0.08 -0.02
C 2.21169 -1.75959 -3.30731 -0.02 0.05 -0.03
H 3.87226 -0.39527 -3.51145 -0.03 0.00 0.02
H 4.34413 -2.04412 -3.10694 -0.05 0.14 -0.06
C 1.08146 -0.83152 -2.84733 0.25 -0.11 -0.10
H 2.15850 -1.87118 -4.39754 0.09 -0.09 0.11
H 2.04107 -2.75232 -2.87224 0.01 0.03 -0.02
H 1.14371 0.12425 -3.38787 0.02 -0.23 0.11
H 0.11110 -1.28060 -3.10097 0.36 0.11 0.04
C -1.82577 -0.34892 -1.23857 0.33 0.42 -0.06
C 0.35301 2.44219 -2.38573 -0.06 0.39 0.01
H -1.24999 2.42260 -0.93316 0.27 -0.04 0.02
C 0.15861 3.92677 -2.70851 -0.05 -0.03 0.06
H 1.42562 2.19547 -2.42791 -0.31 0.13 -0.04
H -0.15020 1.82771 -3.14635 0.14 0.21 0.25
C 0.80950 4.84244 -1.66369 0.24 -0.19 -0.09
H 0.57215 4.12793 -3.70052 -0.06 0.16 -0.01
H -0.92076 4.13798 -2.75265 0.14 -0.04 -0.01
C 0.44600 4.47069 -0.22377 -0.33 -0.23 0.07
H 1.90171 4.79558 -1.78350 -0.11 -0.05 0.01
H 0.52122 5.87965 -1.85805 0.06 -0.01 0.01
C 0.56728 2.96408 0.07933 0.23 0.21 -0.13
H 1.07389 5.02808 0.47594 -0.04 0.02 -0.02
H -0.59295 4.77384 -0.02821 0.11 -0.05 -0.02
H 1.63359 2.67645 0.08889 -0.36 0.04 0.06
H 0.17285 2.77487 1.09610 0.16 0.10 -0.47
C -1.85835 -1.88470 -1.17122 0.06 0.02 -0.09
H -2.56600 0.03744 -0.51413 0.30 -0.14 -0.13
C -3.22610 -2.41985 -1.61231 -0.04 0.12 0.08
H -1.07073 -2.30776 -1.81364 -0.19 0.03 0.05
H -1.63996 -2.23128 -0.14786 -0.05 0.23 -0.20
C -3.69992 -1.84920 -2.95433 0.12 0.05 -0.09
H -3.18409 -3.51275 -1.66929 -0.08 0.06 0.02
H -3.96643 -2.16901 -0.84150 0.10 0.00 -0.04
C -3.59176 -0.32079 -3.03419 -0.04 0.06 0.09
H -3.11317 -2.29384 -3.76930 0.02 0.04 0.07
H -4.74232 -2.14351 -3.12321 0.12 -0.02 -0.04
C -2.21798 0.20784 -2.61070 -0.11 -0.29 -0.18
H -3.80089 0.02206 -4.05348 -0.12 -0.08 0.06
H -4.35420 0.12773 -2.38314 0.08 -0.05 -0.03
H -1.46985 -0.06621 -3.37099 -0.22 0.06 0.14
H -2.24979 1.30686 -2.57438 0.00 -0.29 -0.01
C -0.38952 -1.43809 2.71019 -0.25 -0.33 -2.65
C -0.49684 -0.62714 3.95532 0.05 0.52 3.64
H 0.41906 -1.21071 1.85401 -0.45 -0.60 1.85
C -1.81205 -1.03792 4.72524 0.41 0.03 -0.42
H 0.34049 -0.90035 4.61832 0.02 -0.02 0.10
C -1.78758 -2.52254 5.03329 -0.07 -0.51 -0.25
H -1.96388 -0.46935 5.66165 0.43 -0.12 -0.42
H -2.66145 -0.79843 4.08449 -0.09 0.04 -0.15
C -1.63999 -3.39343 3.78101 0.09 0.31 -0.52
H -0.92663 -2.72377 5.67311 0.03 -0.05 0.25
H -2.69268 -2.83499 5.55602 -0.02 0.05 0.25
C -0.43286 -2.91184 2.95077 0.62 -0.54 0.39
H -1.53557 -4.45732 4.04520 0.10 0.26 0.01
H -2.55290 -3.31981 3.17500 0.08 0.11 0.02
H 0.48777 -3.19444 3.51398 -0.28 0.05 0.08
H -0.30223 -3.45659 2.01328 -0.41 -0.06 -0.13
B 4.06510 0.62172 3.22788 0.88 -0.10 0.51
C 2.70891 0.72663 2.57668 -3.78 0.26 -2.11
N 1.65241 0.78641 2.04421 3.39 0.29 1.91
H 3.98399 1.31568 4.23017 0.30 -0.09 -0.08
H 4.86369 1.02128 2.39503 0.12 -0.03 0.22
H 4.19326 -0.56490 3.48712 0.21 0.14 0.04
```
Positions in Å, forces in eV/Å.